# 1
Entry from the Open Molecules 2025 dataset: C14H25HgN6O5S as an isolated structure (ωB97M-V with the def2-TZVPD basis set).

Calculated values
Relative energy (zero: lowest compared OMol25 entry of this formula, charge and spin) in eV: 0.000
Expectation value of S²: 0.77
Frontier orbital gap (alpha / beta) in eV: 4.4 / 7.5
E_LUMO (alpha / beta) in eV: 4.973 / 4.972
Total charge: -2
Multiplicity: 2
Total energy in eV: -49112.2638
HOMO energy (alpha / beta) in eV: 0.54 / -2.57

Structure (XYZ):
```
52
Properties=species:S:1:pos:R:3:forces:R:3
Hg -0.499308 -0.502767 0.784404 -0.029 -0.158 -0.358
N -1.501110 1.396813 -1.951660 0.039 0.062 -0.004
C -1.263789 0.264105 -2.838895 -0.004 -0.016 0.023
C 0.222193 0.112188 -3.154775 0.038 -0.031 0.027
N 1.019679 -0.491348 -2.099372 -0.060 0.032 -0.015
C 2.127356 0.320787 -1.628229 0.069 -0.019 -0.058
C 1.676973 1.511149 -0.800970 0.040 -0.006 -0.029
N 1.152011 1.061031 0.481213 0.166 0.050 0.326
C 1.383869 -1.872265 -2.374752 0.101 0.035 -0.089
C 0.267366 -2.863542 -2.077266 0.031 -0.012 -0.074
N -0.034104 -2.852947 -0.662799 0.061 0.009 0.210
H -2.424824 1.369677 -1.540063 0.010 -0.050 0.029
H -1.406642 2.277510 -2.443889 -0.043 -0.004 0.000
H -1.814763 0.343005 -3.790548 0.007 -0.010 -0.010
H -1.609715 -0.636239 -2.332372 -0.038 0.002 0.033
H 0.624056 1.104508 -3.401409 0.023 -0.002 0.020
H 0.320031 -0.492217 -4.070438 -0.023 0.004 -0.015
H 2.753647 0.686629 -2.465439 -0.017 -0.008 -0.028
H 2.752426 -0.305529 -0.986613 -0.016 -0.006 -0.035
H 0.910532 2.089484 -1.318799 -0.047 -0.041 -0.029
H 2.548920 2.163708 -0.661403 -0.009 0.012 0.042
H 0.772237 1.826246 1.031071 -0.145 -0.015 -0.004
H 1.916007 0.627186 1.033394 0.064 -0.003 -0.009
H 2.241767 -2.133734 -1.753908 -0.111 0.030 0.012
H 1.680050 -1.989854 -3.434409 0.008 -0.007 -0.033
H 0.599433 -3.844615 -2.459013 0.011 0.002 0.023
H -0.629051 -2.594472 -2.649204 -0.030 -0.040 0.032
H 0.819332 -2.934796 -0.096921 -0.046 0.011 -0.171
H -0.702850 -3.559592 -0.392717 -0.075 0.037 -0.040
O 3.127172 -0.421889 1.786401 0.007 0.064 -0.044
S 2.491350 -1.762365 1.757645 -0.154 -0.014 0.112
O 3.076339 -2.668347 2.737198 0.026 -0.016 0.010
O 2.572396 -2.310128 0.375583 -0.017 -0.029 0.162
O 1.009045 -1.582770 2.097092 0.198 -0.036 -0.109
N -3.332928 6.037089 0.343094 -0.031 0.009 0.000
C -2.989192 5.170850 1.043303 0.064 -0.055 0.025
C -2.574351 4.138309 1.898018 -0.043 0.006 -0.029
C -3.080146 3.981892 3.249719 -0.008 0.010 -0.008
C -2.579604 2.936817 3.997198 -0.007 -0.028 0.008
C -1.638116 2.056229 3.475737 0.005 0.068 -0.028
N -1.179791 2.175296 2.172610 0.068 0.115 0.104
C -1.635702 3.169281 1.458563 -0.097 -0.025 -0.071
H -3.824285 4.661838 3.642394 0.011 0.007 0.008
H -2.927941 2.788002 5.014968 0.002 0.002 0.001
H -1.232406 1.235154 4.051265 -0.001 0.001 0.001
H -1.275514 3.227257 0.430127 0.027 0.017 0.014
C -3.547162 -0.180437 1.451378 -0.021 0.009 -0.003
C -2.593046 -0.811414 0.462672 -0.014 0.088 0.142
O -3.038320 -1.432043 -0.482714 0.015 -0.028 -0.064
H -4.582435 -0.423696 1.196325 -0.001 0.006 0.017
H -3.389871 0.901404 1.460554 -0.006 -0.009 -0.018
H -3.301647 -0.516472 2.461351 0.004 -0.021 -0.006
```
Forces are in eV/Å.

Electronic structure analysis, Mulliken charges in units of e: Hg 1.65; N -0.36; C -0.65; C -1.28; N 0.98; C -1.10; C -0.70; N -0.43; C -1.16; C -0.84; N -0.28; H 0.20; H 0.25; H 0.32; H 0.07; H 0.47; H 0.38; H 0.28; H 0.68; H 0.31; H 0.50; H 0.22; H 0.22; H 0.64; H 0.29; H 0.43; H 0.32; H 0.18; H 0.16; O -0.86; S 1.01; O -0.72; O -0.68; O -0.84; N -0.75; C 0.25; C 0.10; C -0.75; C -0.36; C -0.86; N -0.16; C -0.06; H 0.40; H 0.34; H 0.44; H 0.31; C -1.00; C 0.30; O -0.56; H 0.40; H 0.06; H 0.25

---

# 2
Entry from the Open Molecules 2025 dataset: the molecule C22H19N3O4 in a non-equilibrium geometry (ωB97M-V with the def2-TZVPD basis set).

Calculated values
Relative energy (zero: lowest compared OMol25 entry of this formula, charge and spin) in eV: 3.251
Frontier orbital gap in eV: 8.4
E_LUMO in eV: -0.481
Total charge: 0
Multiplicity: 1
Total energy in eV: -35781.0389
SMILES string: CN(C(=O)c1ccccc1[N+](=O)[O-])c1ccccc1C(=O)NCc1ccccc1
HOMO energy in eV: -8.89

Structure (XYZ):
```
48
Properties=species:S:1:pos:R:3:forces:R:3
C 0.051733 2.292313 -1.899724 -0.152 0.190 0.087
N -0.037572 0.937326 -1.386749 0.280 0.310 -0.128
C -1.104123 0.649446 -0.583969 -0.048 -0.021 0.190
O -1.811899 1.514131 -0.113970 -0.119 -0.014 -0.006
C -1.313813 -0.794852 -0.234461 -0.462 -0.195 -0.136
C -1.325917 -1.140128 1.110262 -0.117 0.009 -0.204
C -1.482224 -2.458371 1.501407 -0.046 -0.028 -0.090
C -1.638040 -3.457114 0.553180 0.002 0.141 0.122
C -1.683640 -3.127645 -0.787178 0.011 0.187 -0.346
C -1.541622 -1.801208 -1.176052 0.053 -0.390 1.390
N -1.691308 -1.487728 -2.569008 -0.128 -0.060 -0.673
O -1.501314 -2.375820 -3.372992 0.037 -0.131 -0.196
O -2.019535 -0.355329 -2.861656 -0.194 0.229 -0.106
C 0.805721 -0.049505 -1.949905 0.333 -0.311 -0.042
C 0.911711 -0.155954 -3.333871 0.025 0.042 0.088
C 1.668807 -1.161082 -3.906287 0.017 0.057 0.012
C 2.321374 -2.082803 -3.104568 0.013 0.000 0.018
C 2.249284 -1.963714 -1.729781 -0.057 0.042 0.091
C 1.523451 -0.935710 -1.137539 -0.033 -0.043 -0.330
C 1.594985 -0.830836 0.354672 0.293 0.125 -0.090
O 1.574847 -1.804882 1.082265 0.100 -0.232 0.063
N 1.788188 0.428309 0.803699 0.137 0.307 0.169
C 1.854613 0.768135 2.210787 0.048 -0.035 0.129
C 0.654448 1.581774 2.624988 0.045 -0.053 0.075
C 0.408236 2.810949 2.025613 -0.006 -0.042 0.110
C -0.721894 3.537786 2.350307 0.032 0.071 -0.050
C -1.615619 3.047396 3.286535 -0.063 0.023 0.039
C -1.369478 1.833196 3.902441 -0.080 -0.021 0.052
C -0.241383 1.101928 3.570455 0.127 0.084 0.028
H -0.297559 2.967892 -1.119180 0.057 0.023 -0.102
H -0.589127 2.423118 -2.774065 0.013 0.061 -0.042
H 1.084256 2.515764 -2.164061 -0.008 -0.013 -0.014
H -1.194731 -0.358792 1.842974 0.016 0.041 -0.012
H -1.471102 -2.707357 2.550804 0.022 -0.027 0.114
H -1.740581 -4.486874 0.857326 -0.025 -0.091 0.012
H -1.843974 -3.875159 -1.549409 -0.003 -0.022 -0.004
H 0.361556 0.529486 -3.959234 -0.092 0.048 -0.052
H 1.726495 -1.236587 -4.980980 -0.008 -0.014 -0.106
H 2.887948 -2.885707 -3.549384 0.070 -0.076 -0.039
H 2.763225 -2.658006 -1.082597 0.039 -0.073 0.063
H 1.746995 1.196610 0.153781 -0.033 -0.197 -0.069
H 2.777696 1.330988 2.395145 -0.088 -0.128 0.035
H 1.895468 -0.175572 2.758523 0.061 0.158 -0.015
H 1.109032 3.204111 1.301230 0.074 0.068 -0.100
H -0.908542 4.486430 1.869966 -0.025 0.081 -0.049
H -2.502190 3.610695 3.534658 -0.078 0.050 0.021
H -2.061667 1.447809 4.636666 -0.061 -0.023 0.060
H -0.051214 0.151142 4.048934 0.021 -0.107 0.034
```
Forces are in eV/Å.

Electronic structure analysis, Mulliken charges in units of e: C -1.38; N 0.78; C 0.22; O -0.60; C 0.24; C -0.49; C -0.63; C -0.68; C -0.54; C 0.26; N 1.33; O -0.66; O -0.61; C 0.24; C 0.01; C -0.66; C -0.78; C -0.88; C 0.66; C -0.17; O -0.65; N -0.03; C -1.26; C 0.76; C -0.24; C -0.60; C -0.55; C -0.37; C -0.61; H 0.38; H 0.39; H 0.34; H 0.58; H 0.44; H 0.40; H 0.52; H 0.35; H 0.40; H 0.43; H 0.49; H 0.27; H 0.38; H 0.46; H 0.48; H 0.39; H 0.39; H 0.40; H 0.36